Formula: C30H33N4O3PS2SnTe
Source: the Open Molecules 2025 dataset
Level of theory: wB97M-V/def2-TZVPD

Geometry as ORCA input:
```
! wB97M-V def2-TZVPD RIJCOSX def2/J DEFGRID3
* xyz 0 1
Sn 1.484 -0.665 -0.437
N 5.519 -2.301 -0.653
C 5.381 -1.008 -0.286
N 4.329 -0.283 -0.476
C 4.509 1.002 -0.032
C 5.728 1.269 0.502
S 6.719 -0.144 0.458
C 3.428 1.941 -0.218
C 3.168 3.083 0.469
S 1.745 3.841 -0.152
C 1.608 2.546 -1.307
N 2.535 1.647 -1.211
N 0.658 2.542 -2.260
H 4.674 -2.841 -0.755
H 6.315 -2.801 -0.296
H 6.085 2.194 0.900
H 3.688 3.501 1.307
H -0.225 2.946 -1.960
H 0.578 1.655 -2.741
O 0.890 0.935 2.475
C 0.155 1.357 1.608
O 0.131 0.962 0.383
C -0.870 2.464 1.837
P -1.432 2.866 0.119
C -2.612 4.231 0.514
C -3.941 4.072 0.883
C -4.738 5.181 1.112
C -4.222 6.459 0.966
C -2.900 6.626 0.585
C -2.104 5.518 0.365
C -2.618 1.530 -0.313
C -2.833 1.354 -1.679
C -3.684 0.369 -2.146
C -4.348 -0.449 -1.247
C -4.155 -0.271 0.113
C -3.285 0.700 0.578
H -0.405 3.349 2.282
H -1.667 2.137 2.509
H -4.360 3.080 0.976
H -5.770 5.043 1.402
H -4.855 7.318 1.143
H -2.492 7.619 0.456
H -1.074 5.640 0.053
H -2.335 2.006 -2.387
H -3.837 0.237 -3.208
H -5.015 -1.221 -1.610
H -4.686 -0.893 0.820
H -3.138 0.806 1.644
Te 2.273 -1.729 1.966
C 2.793 -3.599 1.032
C 2.393 -3.916 -0.261
C 2.661 -5.151 -0.819
C 3.348 -6.109 -0.095
C 3.772 -5.806 1.189
C 3.498 -4.566 1.740
H 1.836 -3.199 -0.854
H 2.319 -5.374 -1.819
H 3.546 -7.078 -0.529
H 4.306 -6.549 1.765
H 3.822 -4.337 2.746
C -1.006 -1.969 -2.691
C -1.576 -2.655 -1.465
O -0.662 -2.528 -0.393
C -1.023 -3.267 0.762
C -2.238 -2.719 1.497
H -1.672 -2.117 -3.536
H -0.025 -2.381 -2.925
H -0.900 -0.900 -2.492
H -1.741 -3.727 -1.662
H -2.536 -2.198 -1.197
H -0.151 -3.206 1.417
H -1.171 -4.321 0.485
H -2.113 -1.652 1.666
H -2.332 -3.214 2.460
H -3.147 -2.886 0.926
*
```

The value obtained for the LUMO energy is 0.522 eV. The HOMO-LUMO gap is 7.8 eV. For the max |F|, the calculation gives 1.681 eV/Å.